ORCA calculation (wB97M-V/def2-TZVPD) on a molecular structure, C23H43BrCl2N3O4PbSi.

```
! RIJCOSX wB97M-V def2-TZVPD def2/J DEFGRID3
* xyz -1 1
C 3.209 0.994 -1.038
C 2.389 2.240 -1.053
H 3.814 0.890 -1.943
H 2.562 0.109 -0.946
H 3.904 0.971 -0.185
C 2.476 3.221 -1.955
C 3.437 3.282 -3.095
H 1.788 4.071 -1.886
H 4.042 2.374 -3.194
H 4.128 4.135 -3.021
H 2.884 3.421 -4.034
Pb -0.305 -0.403 0.661
Cl 1.122 -2.360 -0.412
C -2.052 2.291 1.987
O -2.272 1.341 1.206
N -2.919 3.293 2.225
C -4.238 3.290 1.611
C -2.602 4.375 3.146
H -1.106 2.367 2.549
H -4.358 2.368 1.038
H -4.364 4.165 0.956
H -5.017 3.361 2.384
H -1.580 4.250 3.515
H -3.312 4.367 3.987
H -2.688 5.340 2.627
H -4.360 -3.488 3.503
H -2.166 -4.530 4.633
C -3.808 -3.557 2.559
C -1.734 -4.548 3.625
N -2.368 -3.520 2.804
H -4.065 -2.716 1.909
C -1.646 -2.543 2.288
O -2.153 -1.625 1.585
H -0.663 -4.315 3.664
H -0.562 -2.582 2.503
H -4.090 -4.502 2.084
H -1.892 -5.533 3.168
H 1.020 0.283 -3.055
H -0.079 2.512 -3.621
C 0.057 -0.225 -3.214
C -0.970 1.916 -3.865
N -1.017 0.730 -3.033
H -0.037 -1.053 -2.507
C -1.993 0.549 -2.124
O -2.092 -0.432 -1.383
H -1.872 2.514 -3.689
H -2.698 1.413 -2.099
H 0.032 -0.601 -4.246
H -0.929 1.625 -4.923
O 0.283 1.427 -0.475
C 1.259 2.275 -0.024
C -0.513 4.080 -0.379
C 0.641 3.647 0.275
H -1.000 3.401 -1.083
C -1.045 5.340 -0.097
H 1.692 1.925 0.939
C 1.223 4.461 1.249
H -1.960 5.665 -0.605
C -0.417 6.178 0.825
C 0.713 5.727 1.507
H 2.084 4.081 1.803
H -0.826 7.179 1.029
H 1.193 6.371 2.252
Si 2.911 -6.380 -1.071
Cl 4.379 -5.458 -2.209
C 1.391 -6.482 -2.159
C 2.678 -5.310 0.437
C 3.523 -8.087 -0.588
H 1.094 -5.474 -2.483
H 0.540 -6.935 -1.630
H 1.599 -7.086 -3.055
H 3.722 -8.700 -1.480
H 2.785 -8.621 0.031
H 4.457 -8.016 -0.012
H 2.376 -4.295 0.128
H 3.616 -5.210 1.002
H 1.892 -5.688 1.107
Br 0.850 0.456 3.072
*
```

LUMO energy	2.505	eV
frontier orbital gap	0.221	Eh